A molecular structure, C4H6ClNO3, computed with wB97M-V/def2-TZVPD.

## Properties
largest force on an atom = 3.83 eV/Å
ΔE to the lowest compared entry with this formula, charge and spin = 89.27 kcal/mol
HOMO = -10.18 eV
energy = -24396.21186 eV
charge = 0
HOMO-LUMO gap = 9.620 eV

Last column: Löwdin charge in e.
Element x y z (Å)
C 2.5122 0.7579 -0.3586  -0.92
C -0.5786 1.0966 0.5270  -0.03
C -1.9206 -1.1653 0.0339  0.03
C -0.6702 -0.2045 -0.1735  -0.24
N 0.3831 -0.6495 -0.7210  -0.14
O 3.5257 1.2104 -0.7435  0.10
O 0.8992 -1.5949 -1.2356  0.11
O 1.4074 0.7091 -0.9833  -0.04
Cl 2.4585 -0.1448 1.2346  0.64
H 0.0924 1.6959 -0.1219  0.09
H -1.5608 1.5013 0.7668  0.09
H 0.0191 1.0438 1.4464  0.07
H -1.8365 -1.4645 1.0715  0.08
H -1.9489 -2.1472 -0.5482  0.11
H -2.7822 -0.6443 -0.1947  0.04

Cartesian forces (eV/Å) of the 6 atoms listed first:
0.76 -1.44 0.65
0.32 0.86 -0.22
3.44 -1.58 -0.58
-1.47 -1.43 0.86
1.07 -0.46 -1.04
0.84 0.78 0.08

C5H8O2 in the gas phase, computed with wB97M-V/def2-TZVPD.

## Properties
largest force on an atom = 0.37 eV/Å
ΔE to the lowest compared entry with this formula, charge and spin = 89.55 kcal/mol
HOMO = -8.85 eV
energy = -9405.94883 eV
charge = 0
HOMO-LUMO gap = 9.605 eV

Last column: Löwdin charge in e.
Element x y z (Å)
O -2.7679 -0.3042 0.4996  0.02
C -1.6996 -0.8970 0.0408  -0.08
C -0.8361 0.0552 -0.7491  -0.16
C 0.5682 0.0816 -0.1670  -0.53
C 1.6402 -0.6931 -0.7915  -0.08
O 1.5385 0.7133 -0.9903  -0.02
C 0.6197 0.4228 1.3023  -0.01
H -2.8271 0.6487 0.2529  0.11
H 0.0426 -0.3184 1.8689  0.08
H -1.2293 1.0939 -0.7831  0.12
H -0.7924 -0.3201 -1.7794  0.13
H 2.4880 -1.0179 -0.1881  0.12
H 1.4281 -1.3071 -1.6667  0.12
H 0.1786 1.4111 1.4809  0.09
H 1.6485 0.4312 1.6699  0.09

Cartesian forces (eV/Å) of the 6 atoms listed first:
0.10 -0.05 -0.10
-0.12 0.34 -0.11
0.05 -0.04 -0.01
-0.12 -0.08 0.19
0.05 -0.31 0.01
0.06 0.22 -0.09

2 unconnected molecules or ions with the total composition C7H15N, computed with wB97M-V/def2-TZVPD.

## Properties
largest force on an atom = 1.48 eV/Å
ΔE to the lowest compared entry with this formula, charge and spin = 46.25 kcal/mol
SMILES = C=C(C)N(C)C.C=C
HOMO = -8.00 eV
energy = -8990.48439 eV
charge = 0
HOMO-LUMO gap = 8.970 eV

Last column: Löwdin charge in e.
Element x y z (Å)
C 1.3788 0.6479 -1.9257  0.04
C 0.3237 0.0898 -1.3231  -0.40
C -0.2153 -1.2247 -1.8232  -0.05
N -0.3667 0.6676 -0.2342  -0.25
C 0.1218 1.9519 0.2288  -0.09
C -1.8183 0.5998 -0.2438  -0.08
H 1.7851 1.6078 -1.6674  0.04
H 1.9363 0.0904 -2.6573  0.05
H -0.4524 -1.8883 -0.9933  0.07
H -1.1136 -1.0827 -2.4243  0.08
H 0.5378 -1.7154 -2.4334  0.08
H -0.4056 2.2152 1.1450  0.08
H 1.1860 1.8745 0.4443  0.08
H -0.0293 2.7508 -0.5075  0.09
H -2.1472 -0.4196 -0.4244  0.07
H -2.1906 0.9225 0.7287  0.08
H -2.2538 1.2468 -1.0168  0.09
C 0.1618 -1.2329 2.0586  -0.08
C 1.0393 -1.4672 3.0214  -0.08
H -0.8540 -1.5867 2.1467  0.05
H 0.5223 -0.8452 1.0764  0.05
H 0.7935 -2.0736 3.8796  0.04
H 2.0603 -1.1286 2.9450  0.04

Cartesian forces (eV/Å) of the 6 atoms listed first:
0.23 -0.07 0.28
-0.58 0.37 0.02
0.14 0.01 0.25
0.20 0.29 -0.78
0.00 -0.27 -0.04
0.19 -0.08 -0.09

A molecular structure, C22H54BCl6CsF3K2N3O12P2SSi, computed with wB97M-V/def2-TZVPD.

## Properties
largest force on an atom = 7.01 eV/Å
HOMO = 0.59 eV
energy = -207173.25229 eV
charge = -2
HOMO-LUMO gap = 1.053 eV

Last column: Löwdin charge in e.
Element x y z (Å)
C 7.0968 1.4638 -0.0583  -0.11
C 6.2070 0.5452 -1.0489  -0.25
C 4.7916 1.2762 -1.3535  -0.27
C 3.9896 0.2977 -2.3762  -0.22
C 2.9276 1.0317 -3.3274  -0.19
C 2.4750 2.5011 -2.8579  -0.21
C 1.6943 2.5592 -1.4398  -0.34
C 0.0910 2.3897 -1.5538  -0.17
C -0.4765 1.2931 -0.4865  -0.18
C -0.6029 -0.1884 -1.1084  -0.21
C 0.8363 -0.9011 -1.0862  -0.36
Si 0.8583 -2.5921 -0.1334  0.45
Cl 1.8070 -2.2881 1.7719  0.37
B 2.0882 -3.7494 -1.1593  -0.60
O 3.5332 -3.6507 -1.0009  0.03
O 1.5783 -4.6883 -2.1176  0.04
H 7.7750 2.0983 -0.7211  0.07
H 7.6777 0.7666 0.6198  0.07
H 6.4237 2.1313 0.5759  0.08
H 6.0027 -0.4779 -0.5940  0.10
H 6.7184 0.3689 -2.0550  0.10
H 4.2359 1.2879 -0.3319  0.01
H 4.9874 2.3194 -1.7366  0.09
H 3.5256 -0.5723 -1.7562  0.03
H 4.7586 -0.2052 -3.0661  0.11
H 2.0161 0.3548 -3.5020  0.09
H 3.4140 1.1427 -4.3640  0.10
H 3.3529 3.2362 -2.9121  0.08
H 1.7223 2.8934 -3.6351  0.10
H 2.1605 1.8656 -0.6626  0.02
H 1.8939 3.6578 -1.0164  -0.10
H -0.3800 3.3812 -1.2217  0.10
H -0.2595 2.1814 -2.6141  0.10
H 0.2138 1.2080 0.4197  0.12
H -1.5004 1.6451 -0.1489  0.10
H -0.9596 -0.0720 -2.1929  0.11
H -1.3869 -0.8168 -0.5840  0.08
H 1.1060 -1.1287 -2.1694  0.08
H 1.6700 -0.2568 -0.6258  -0.12
H -0.4921 -3.1434 -0.0412  -0.01
H 3.8915 -3.5835 -1.9158  0.09
H 2.3299 -4.9426 -2.6938  0.09
K 3.0179 -0.2287 0.2085  0.75
O -4.3006 0.2471 3.6455  -0.53
P -4.0131 -1.1546 4.2683  0.68
N -2.9322 -1.6549 3.0362  -0.33
C -3.2962 -1.8053 1.6420  -0.15
C -1.6163 -1.0186 3.1517  -0.12
N -5.6452 -1.7070 4.1178  -0.31
C -6.1886 -2.3765 2.9580  -0.15
C -6.6360 -0.7510 4.6061  -0.31
N -3.6868 -2.7579 4.9949  -0.35
C -3.2971 -3.9955 4.3535  -0.14
C -4.0804 -2.9230 6.3798  -0.19
H -2.4670 -2.2640 1.0867  0.05
H -3.5497 -0.8540 1.1597  0.07
H -4.1124 -2.5116 1.5073  0.04
H -1.1125 -1.3838 4.0548  0.05
H -1.7040 0.0713 3.2286  0.07
H -0.9601 -1.2483 2.3128  0.04
H -6.1746 -1.7418 2.0649  0.07
H -7.2322 -2.6768 3.1341  0.07
H -5.6705 -3.3149 2.7550  0.06
H -6.8534 0.0185 3.8505  -0.01
H -6.2772 -0.2557 5.5133  -0.01
H -7.5709 -1.2613 4.8623  0.09
H -3.8617 -4.1978 3.4382  0.05
H -3.4551 -4.8603 5.0076  0.07
H -2.2307 -3.9865 4.1047  0.08
H -5.0738 -3.3882 6.4574  0.06
H -4.1221 -1.9534 6.8848  0.04
H -3.3594 -3.5351 6.9322  0.07
C 1.4329 6.9060 -4.2082  -0.05
C 1.3876 5.7989 -5.2490  -0.50
C 1.3952 6.3639 -6.6613  -0.07
O 0.2092 5.0171 -5.0580  -0.07
H 0.5581 7.5597 -4.2943  0.08
H 1.4151 6.4855 -3.1993  0.09
H 2.3328 7.5127 -4.3173  0.06
H 2.2445 5.1336 -5.1149  0.13
H 0.5191 6.9985 -6.8332  0.08
H 1.3503 5.5569 -7.3983  0.08
H 2.2955 6.9551 -6.8444  0.05
H -0.5540 5.5962 -5.1741  0.08
O 4.1112 7.7919 -5.7777  -0.06
H 4.6085 8.0417 -6.5654  0.04
H 4.7875 7.4790 -5.1640  0.06
C -0.7610 -7.8611 -2.8283  -0.62
F -1.9591 -8.2497 -2.3514  0.13
F -0.1310 -7.2468 -1.8102  0.13
F -0.0667 -8.9924 -3.0745  0.12
S -0.9128 -6.7796 -4.3298  0.36
O -1.6802 -5.6143 -3.8963  -0.42
O -1.6078 -7.5877 -5.3222  -0.31
O 0.4651 -6.4508 -4.7161  -0.82
C -3.8338 3.1430 6.1848  -1.96
Cl -3.9042 3.1424 4.4053  0.54
Cl -4.0378 4.8085 6.7872  0.49
Cl -5.1411 2.1118 6.8352  0.47
Cl -2.2647 2.5084 6.7146  0.58
Cs 0.0830 -4.5613 -5.8502  1.33
Cl 3.4168 4.1189 -0.1555  -0.22
O 0.5631 -2.3316 4.8560  -0.33
P 1.8348 -1.6702 5.4205  -0.18
O 1.7207 -1.5390 6.9480  -0.33
O 1.9940 -0.2718 4.8002  -0.34
O 3.0550 -2.5378 5.0699  -0.36
K -6.2559 1.4945 4.7364  0.45

Cartesian forces (eV/Å) of the 6 atoms listed first:
-0.50 -0.75 -0.72
-0.66 0.97 0.11
0.76 -2.09 0.33
0.34 0.33 -0.13
-0.03 0.31 -0.43
-0.97 -0.31 -0.05

7 unconnected molecules or ions with the total composition C38H60BF3O20PSi, computed with wB97M-V/def2-TZVPD.

## Properties
largest force on an atom = 5.09 eV/Å
HOMO = -11.41 eV
energy = -107310.11648 eV
charge = +1
HOMO-LUMO gap = 7.409 eV

Last column: Löwdin charge in e.
Element x y z (Å)
C -0.1494 -0.5057 -1.7396  -0.12
C 0.3675 -0.1038 -0.2004  -0.15
B -0.7546 -0.7325 0.8230  -0.41
O -1.6278 -1.8147 0.3282  -0.01
P -1.0375 -0.1372 2.6583  1.18
C 0.2786 1.0955 3.2758  -0.22
C 0.1464 2.6219 2.7001  -0.29
O -0.6832 2.7750 1.4969  -0.32
Si -0.5057 4.3539 0.7486  0.47
C -2.2229 5.2778 0.5157  -0.20
C 0.6283 5.5899 1.6920  -0.22
C 0.1416 4.0172 -1.0693  -0.20
C -2.8404 0.4875 2.7282  -0.24
C -4.0200 -0.6111 2.2970  -0.04
C -5.6253 -0.2824 2.2372  -0.04
C -6.0993 1.2462 2.6449  -0.01
C -4.9698 2.3872 3.0918  -0.01
C -3.3446 1.9938 3.1321  0.01
C -0.7916 -1.7492 3.7257  -0.29
F -0.5976 -2.9615 2.8880  0.00
F -1.9090 -2.0000 4.6643  0.00
F 0.4724 -1.6067 4.5375  -0.02
H -1.2835 -0.1591 -1.8794  0.10
H -0.1313 -1.6965 -1.8098  0.09
H 0.5297 -0.0250 -2.5758  0.09
H 0.3671 1.0819 -0.1878  0.10
H 1.4257 -0.5470 0.0469  0.10
H -1.1978 -2.7199 0.4054  0.13
H 0.3410 1.1444 4.4557  0.13
H 1.3356 0.6889 2.9132  0.12
H 1.2629 3.0065 2.5241  0.14
H -0.3039 3.2900 3.5785  0.13
H -3.0635 4.5632 0.1231  0.05
H -2.4999 5.8472 1.5113  0.05
H -2.0047 6.1201 -0.2998  0.03
H 1.7586 5.2396 1.5517  0.06
H 0.5475 6.6340 1.1302  0.07
H 0.3402 5.7864 2.8089  0.05
H 1.0325 3.2382 -0.9300  0.04
H 0.4701 4.9936 -1.6262  0.06
H -0.7495 3.4424 -1.6034  0.06
H -3.6776 -1.6867 1.9733  0.09
H -6.3563 -1.1383 1.8854  0.10
H -7.2471 1.4998 2.5715  0.10
H -5.2801 3.5018 3.3609  0.11
H -2.5679 2.8222 3.4151  0.09
C 4.5780 -4.6599 2.9685  -0.01
C 4.5891 -3.1448 2.9563  -0.34
C 3.5539 -2.5298 3.8487  -0.12
O 3.3112 -1.2827 3.2222  0.04
C 3.5869 -1.4585 1.8950  -0.49
O 3.3012 -0.6604 1.0191  0.11
O 4.2210 -2.6503 1.6787  0.10
H 4.8378 -5.0501 3.9569  0.10
H 3.5949 -5.0500 2.6828  0.09
H 5.2924 -5.0513 2.2365  0.08
H 5.5945 -2.7720 3.1868  0.17
H 3.9164 -2.3851 4.8704  0.15
H 2.6131 -3.0906 3.8793  0.13
C 3.2577 -9.4148 -0.1147  -0.02
C 3.2450 -7.9110 0.0699  -0.36
C 2.6550 -7.1686 -1.0907  -0.11
O 3.3061 -5.9129 -1.0141  0.07
C 4.5128 -6.1408 -0.4138  -0.49
O 5.4218 -5.3304 -0.3618  0.12
O 4.5674 -7.3998 0.1167  0.09
H 2.2414 -9.8151 -0.1757  0.09
H 3.8025 -9.6967 -1.0224  0.10
H 3.7762 -9.8962 0.7212  0.09
H 2.7476 -7.6497 1.0119  0.16
H 1.5717 -7.0484 -1.0020  0.14
H 2.8864 -7.6195 -2.0622  0.15
C -2.3630 5.0421 -5.0234  -0.01
C -2.8810 6.0687 -4.0369  -0.35
C -2.8261 7.4757 -4.5502  -0.11
O -2.7128 8.2325 -3.3581  0.08
C -2.1020 7.4209 -2.4434  -0.50
O -1.6612 7.7983 -1.3714  0.11
O -2.0461 6.1305 -2.8917  0.06
H -2.9877 5.0044 -5.9207  0.08
H -1.3324 5.2649 -5.3207  0.10
H -2.3460 4.0480 -4.5642  0.09
H -3.8910 5.7986 -3.7052  0.16
H -3.7289 7.7547 -5.1008  0.15
H -1.9491 7.6801 -5.1745  0.15
C -4.9881 0.8012 -8.4443  -0.02
C -5.0007 2.3049 -8.2597  -0.36
C -5.5907 3.0473 -9.4203  -0.11
O -4.9397 4.3030 -9.3436  0.07
C -3.7330 4.0751 -8.7433  -0.51
O -2.8239 4.8855 -8.6914  0.13
O -3.6783 2.8161 -8.2129  0.08
H -6.0044 0.4009 -8.5052  0.09
H -4.4433 0.5192 -9.3520  0.09
H -4.4696 0.3197 -7.6084  0.09
H -5.4982 2.5663 -7.3177  0.16
H -6.6741 3.1675 -9.3316  0.15
H -5.3594 2.5964 -10.3918  0.15
C 7.2889 -3.3962 -1.4565  -0.04
C 8.3346 -4.2325 -2.1655  -0.35
C 9.7011 -4.1253 -1.5593  -0.12
O 10.5476 -4.3970 -2.6621  0.06
C 9.8587 -4.0158 -3.7794  -0.51
O 10.3478 -3.9164 -4.8915  0.14
O 8.5493 -3.7559 -3.4842  0.09
H 7.1339 -3.7420 -0.4303  0.07
H 7.5779 -2.3397 -1.4325  0.09
H 6.3352 -3.4455 -1.9925  0.09
H 8.0029 -5.2759 -2.2324  0.16
H 9.8615 -4.8543 -0.7600  0.14
H 9.9353 -3.1237 -1.1818  0.14
C -2.5886 -0.6775 7.6688  -0.02
C -3.7853 0.2432 7.7939  -0.35
C -5.0731 -0.3827 7.3512  -0.11
O -5.8350 0.7398 6.9435  0.07
C -4.9371 1.6920 6.5493  -0.50
O -5.2312 2.7125 5.9509  0.11
O -3.6645 1.3465 6.9104  0.08
H -2.6844 -1.5439 8.3297  0.10
H -2.4685 -1.0314 6.6390  0.06
H -1.6680 -0.1412 7.9225  0.09
H -3.8564 0.6344 8.8161  0.16
H -5.5768 -0.9183 8.1608  0.15
H -4.9611 -1.0549 6.4932  0.14

Cartesian forces (eV/Å) of the 6 atoms listed first:
-0.15 -0.68 0.37
-1.15 0.57 -0.93
0.14 -1.90 -3.42
2.35 0.79 2.01
-1.35 1.74 0.94
1.49 0.36 0.23

A molecular structure, C4H3O2Sc, computed with wB97M-V/def2-TZVPD.

## Properties
largest force on an atom = 5.06 eV/Å
ΔE to the lowest compared entry with this formula, charge and spin = 32.28 kcal/mol
HOMO (alpha / beta) = -6.70 / -6.65 eV
energy = -28985.59251 eV
charge = 0
HOMO-LUMO gap (alpha / beta) = 4.365 / 4.339 eV

Last column: Löwdin charge in e.
Element x y z (Å)
O -2.7293 0.8149 0.4652  -0.44
C -0.1115 1.2153 1.1679  -0.28
C 0.3425 0.4626 0.1395  -0.25
C 1.1696 -0.2013 -0.6132  0.00
C 1.4823 -1.2977 -1.3768  -0.36
O 2.6372 -1.7794 -1.6162  -0.08
H -2.1474 0.4928 -0.3755  0.08
H 0.6094 -1.9454 -1.6468  0.11
Sc -1.8968 0.4254 2.1548  1.22
H 0.6439 1.8127 1.7011  0.01

Cartesian forces (eV/Å) of the 6 atoms listed first:
1.65 -2.45 -1.27
-1.28 -0.56 2.57
3.31 -2.10 -1.88
-3.76 2.74 2.00
2.99 -3.06 -0.47
-2.59 1.45 0.30